(1)
This record from the Open Molecules 2025 dataset describes one molecule with the formula C8H13NO2. The level of theory is the ωB97M-V functional and the def2-TZVPD basis.

Geometry as XYZ:
```
24
Properties=species:S:1:pos:R:3:forces:R:3:mulliken_charge:R:1
C 0.496646 1.835935 0.871275 -0.2 -0.3 -0.1 0.596
C -0.140981 -1.087626 -0.582902 0.0 0.3 0.1 -1.250
C -0.360630 -0.667588 -1.816708 0.0 -0.1 -0.1 0.073
C 1.334653 -0.196925 1.379876 -2.1 -0.5 -1.6 -0.047
C -0.220921 -0.254622 0.652145 2.3 -0.3 1.3 1.976
C 0.553407 3.320427 0.901056 0.1 0.0 0.1 -1.103
C -0.336558 -1.560122 -3.011713 0.0 0.0 0.0 -1.269
C -1.255067 -0.835207 1.608021 0.2 0.1 -0.1 -1.679
N -0.453876 1.140992 0.428296 -0.5 0.5 -0.3 -0.716
O 1.575545 1.191034 1.411521 0.3 0.3 0.2 -0.391
O 1.319382 -0.755622 2.636662 0.0 0.1 0.4 -0.519
H 0.087437 -2.127398 -0.385056 0.0 -0.2 -0.1 0.255
H -0.593325 0.372550 -1.997079 0.0 0.2 0.1 0.449
H 2.073902 -0.671196 0.716806 0.0 0.2 0.2 0.358
H -0.203174 3.683704 1.596235 0.0 0.0 0.0 0.261
H 0.339465 3.735169 -0.080614 0.0 0.0 0.0 0.291
H 1.536367 3.641238 1.235651 0.0 0.1 0.0 0.308
H 0.401483 -1.212268 -3.733955 0.0 0.0 -0.1 0.315
H -0.096862 -2.581915 -2.727106 0.0 -0.1 0.0 0.309
H -1.311061 -1.551839 -3.500159 0.0 0.0 -0.1 0.316
H -1.321450 -0.236282 2.511137 0.0 0.0 0.1 0.371
H -0.981312 -1.852190 1.873854 0.0 -0.1 0.1 0.358
H -2.221960 -0.838456 1.110209 -0.1 0.0 0.0 0.398
H 2.134854 -0.517169 3.094138 0.0 -0.1 0.0 0.341
```
Forces are in eV/Å.

## Properties
E = -14091.3163 eV
Strongest force on any atom = 2.71 eV/Å

***

(2)
This record from the Open Molecules 2025 dataset describes an isolated ion of composition C5H12IN2 and charge +1. The level of theory is the ωB97M-V functional and the def2-TZVPD basis.

Geometry as XYZ:
```
20
Properties=species:S:1:pos:R:3:forces:R:3:mulliken_charge:R:1
C 0.114011 -0.044599 0.368194 0.5 0.8 -1.7 0.504
C 1.342168 -2.133454 -0.882306 1.7 0.7 3.1 -1.239
C -1.657710 1.525686 1.169962 -0.7 -0.2 -1.4 -0.968
C -0.524604 1.731452 -1.079892 1.4 0.7 -2.0 -0.813
C 1.286202 -0.564002 -0.741531 -1.0 -0.4 3.6 -0.686
N -0.622058 1.084092 0.176573 0.2 -2.9 2.1 0.116
N -0.014263 -0.866435 1.410588 -0.5 0.6 2.6 -0.396
I 3.143795 0.432382 0.077078 -1.3 -0.7 -0.8 0.224
H 2.001758 -2.726464 -0.090746 -1.3 1.5 -1.7 0.324
H 1.727267 -2.277817 -1.849711 0.6 -0.6 -1.1 0.398
H 0.344776 -2.496906 -0.817858 -0.9 -0.4 -0.1 0.402
H -2.439666 0.749754 1.252668 0.1 0.3 -0.3 0.395
H -1.226165 1.590597 2.145603 0.4 0.6 0.6 0.376
H -2.138018 2.489006 0.801373 0.9 -1.3 0.7 0.276
H 0.502721 2.129043 -1.113458 -0.3 0.4 -0.2 0.333
H -0.495738 0.948276 -1.885463 -0.9 1.2 0.4 0.281
H -1.232388 2.591656 -1.209622 0.5 -1.3 0.0 0.314
H 1.063125 -0.242243 -1.719275 -0.1 1.1 -0.8 0.581
H 0.826355 -1.434340 1.598453 -0.8 0.2 -0.2 0.274
H -0.595159 -0.660099 2.327309 1.5 -0.3 -2.8 0.302
```
Forces are in eV/Å.

## Properties
E = -16453.0469 eV
Net charge = +1
Strongest force on any atom = 3.74 eV/Å

***

(3)
This record from the Open Molecules 2025 dataset describes one molecule with the formula C2H3NO2S. The level of theory is the ωB97M-V functional and the def2-TZVPD basis.

Geometry as XYZ:
```
9
Properties=species:S:1:pos:R:3:forces:R:3:mulliken_charge:R:1
C -0.181673 0.623036 0.043744 1.9 -0.3 -0.3 -0.038
C 1.336742 0.555445 -0.062838 -0.2 -0.6 0.7 0.444
H -2.645841 -0.971128 0.022723 -0.6 -1.7 0.2 0.352
H -0.497393 1.630558 0.121144 -0.9 0.9 -0.1 0.404
H 0.981265 -1.716703 0.210896 -1.0 -0.5 0.1 0.167
N -0.873322 -0.424912 -0.025146 0.3 -0.4 -0.2 -0.297
O -2.196320 -0.172619 -0.144847 0.0 2.1 0.0 -0.367
O 1.993706 1.563668 -0.091771 -0.3 -0.5 -0.2 -0.476
S 2.082833 -1.087345 -0.073905 1.0 1.2 -0.2 -0.190
```
Forces are in eV/Å.

## Properties
E = -18540.8553 eV
Strongest force on any atom = 2.05 eV/Å

***

(4)
This record from the Open Molecules 2025 dataset describes a 5-piece molecular cluster, C5H18NO6 overall. The level of theory is the ωB97M-V functional and the def2-TZVPD basis.

Geometry as XYZ:
```
30
Properties=species:S:1:pos:R:3:forces:R:3:mulliken_charge:R:1
C 0.341334 0.722590 2.111059 -0.5 0.7 0.5 -0.891
N 0.406909 -0.572401 1.446462 0.0 1.0 0.6 -0.130
C -0.634177 -1.076708 0.670761 -0.3 0.3 -0.3 0.755
O -1.758851 -0.500300 0.775583 0.7 0.1 0.2 -0.844
O -0.361188 -2.036186 -0.094139 -0.2 0.0 0.2 -0.861
C 0.905306 1.929750 1.294250 -0.6 -1.9 -2.3 -0.234
C 2.219975 1.664611 0.535259 -0.3 -0.2 -0.4 -0.428
C 3.434238 1.726483 1.462623 0.5 -0.4 -1.6 -1.198
H 0.852662 0.645663 3.060757 0.2 -0.1 0.4 0.452
H -0.730655 0.955048 2.337694 0.9 -0.4 -0.2 0.275
H 1.332432 -0.960204 1.362821 -0.2 -0.2 -0.3 0.264
H 1.007712 2.889880 1.771129 -0.4 0.2 0.7 0.458
H 0.137104 1.965734 0.495059 0.3 0.8 0.3 -0.106
H 2.132516 0.787652 -0.136575 0.2 -0.3 1.0 0.297
H 2.348838 2.406023 -0.267212 -0.1 0.4 0.5 0.370
H 4.325580 1.493152 0.872121 0.1 0.5 -0.2 0.351
H 3.515496 0.924481 2.193991 -0.6 0.4 0.7 0.318
H 3.500210 2.771432 1.794716 0.2 -0.6 0.6 0.287
H -1.593647 -0.088912 -2.470129 0.8 -0.4 -0.5 0.404
H -0.913378 -1.400035 -2.103136 0.1 0.0 -0.1 0.340
O -1.079917 -0.832632 -2.876331 -0.5 0.1 0.5 -0.723
H -2.567326 1.584053 -1.409600 0.0 -0.4 0.2 0.348
H -1.304162 1.053626 -0.664576 -0.5 -0.1 0.1 0.327
O -1.610144 1.522826 -1.453525 0.8 1.1 -0.3 -0.734
H 1.538128 -1.919048 -1.978634 0.2 0.0 -0.2 0.312
H 1.247246 -2.020056 -0.526632 0.4 -0.5 -0.6 0.323
O 2.017166 -2.111932 -1.164909 -0.4 0.3 0.4 -0.735
H -3.072066 -1.111860 -1.631739 -0.1 0.0 0.0 0.323
H -2.915685 -0.251917 -0.389474 -0.3 -0.6 -0.4 0.421
O -3.447560 -0.321109 -1.228651 -0.5 -0.1 0.4 -0.744
```
Forces are in eV/Å.

## Properties
E = -19255.3138 eV
Net charge = -1
Strongest force on any atom = 3.03 eV/Å

***

(5)
This record from the Open Molecules 2025 dataset describes one molecule with the formula C4H4IN. The level of theory is the ωB97M-V functional and the def2-TZVPD basis.

Geometry as XYZ:
```
10
Properties=species:S:1:pos:R:3:forces:R:3:mulliken_charge:R:1
C -0.085800 -0.560097 0.143942 1.4 1.1 -0.4 0.684
C -0.810787 -1.803571 -0.163769 -1.1 -0.5 -0.1 -0.436
C 1.038415 0.289013 0.656910 0.0 -2.1 3.7 -0.494
C 0.623837 0.368542 -0.712475 -2.1 2.4 -4.0 -0.578
N -1.445133 -0.729183 0.281392 -0.6 -0.1 0.6 -0.235
I -2.948633 0.586164 -0.038521 -0.3 -0.4 0.0 0.233
H 0.626459 0.945695 1.430214 0.7 0.4 -0.5 0.230
H 1.895480 -0.324682 0.971970 -0.1 0.7 -0.2 0.212
H -0.014447 1.343350 -1.007942 1.6 -2.2 0.5 0.150
H 1.120611 -0.115235 -1.561718 0.4 0.6 0.4 0.234
```
Forces are in eV/Å.

## Properties
E = -13797.4297 eV
Strongest force on any atom = 5.12 eV/Å

***

(6)
This record from the Open Molecules 2025 dataset describes a 3-piece molecular cluster, C19H32F2N4O9P overall. The level of theory is the ωB97M-V functional and the def2-TZVPD basis.

Geometry as XYZ:
```
67
Properties=species:S:1:pos:R:3:forces:R:3:mulliken_charge:R:1
C 0.658990 -1.742395 1.461087 0.3 0.4 -0.1 -0.556
C 2.020502 -2.266299 1.061376 0.1 -0.7 -0.1 0.334
O 2.281117 -3.431201 0.936948 -0.1 0.7 0.2 -0.553
O 2.963904 -1.294307 0.883884 -0.2 -0.2 -0.1 -0.353
C 2.726977 -0.413882 -0.223182 0.3 0.5 -0.1 -0.325
C 2.883964 1.061498 0.160861 -0.1 0.2 -0.9 -0.477
C 1.631887 1.915956 -0.139764 0.2 0.1 0.7 -0.532
C 1.266403 2.849691 1.025355 -0.6 -0.1 -0.6 -0.723
C -0.179127 3.385070 0.912364 0.9 0.2 0.4 -0.853
N -1.090069 2.734818 1.879413 -0.2 -0.2 0.3 0.104
C -2.137824 3.487939 2.375714 0.2 -0.3 -0.4 -0.027
N -1.923326 4.404927 3.274338 0.1 0.3 -0.3 -0.227
N -3.367013 3.152958 1.857621 0.8 0.3 0.7 -0.410
C -3.205468 1.833315 1.246851 -1.3 -1.1 -0.1 -0.318
N -3.546988 1.930048 -0.144784 2.1 0.0 -0.6 -0.635
C -3.535080 0.865216 -0.864765 -0.3 0.1 0.3 0.805
C -3.140175 0.951575 -2.306849 -1.1 0.1 -0.2 -1.409
C -3.957838 -0.504719 -0.410246 0.4 0.4 0.0 -0.970
C -1.709569 1.447639 1.556220 -0.4 0.3 0.3 0.104
P -1.693551 0.589677 3.197869 -0.4 -0.3 0.3 0.291
O -2.803064 1.067557 4.053090 0.1 0.3 0.0 -0.667
H 0.131923 -1.420915 0.561464 -0.2 -0.2 0.0 0.179
H 0.092711 -2.494663 1.997756 0.0 -0.1 -0.1 0.414
H 0.813208 -0.850603 2.071616 -0.1 0.0 0.1 0.195
H 1.746732 -0.565886 -0.678593 -0.1 -0.2 0.2 0.370
H 3.448772 -0.670031 -0.998448 0.1 -0.1 0.1 0.148
H 3.677896 1.452775 -0.474602 0.2 0.1 0.2 0.188
H 3.211973 1.185149 1.191328 -0.1 -0.2 0.1 0.568
H 1.826409 2.544948 -1.008076 -0.2 -0.1 -0.2 0.369
H 0.775780 1.278677 -0.379855 0.0 -0.1 0.0 0.060
H 1.940294 3.704856 0.989041 0.1 -0.1 0.3 0.388
H 1.349433 2.343005 1.986548 0.2 0.0 0.1 0.454
H -0.157610 4.447182 1.155047 -0.3 0.0 -0.1 0.504
H -0.550571 3.253012 -0.105610 -0.2 0.1 0.0 0.337
H -0.983296 4.522548 3.619583 0.0 0.1 0.0 0.259
H -2.653678 4.975904 3.671076 -0.2 -0.1 -0.1 0.312
H -3.582424 3.876416 1.169334 -0.7 -0.2 0.0 0.410
H -3.793238 1.093168 1.796414 -0.4 0.4 0.1 0.655
H -4.014595 0.726628 -2.926703 0.1 0.0 -0.1 0.375
H -2.423842 0.161468 -2.531204 0.2 0.1 0.1 0.340
H -2.772734 1.938579 -2.565292 0.1 0.0 0.0 0.371
H -3.258170 -1.277594 -0.720475 0.0 0.0 0.1 0.145
H -4.163156 -0.552703 0.654928 0.0 -0.2 0.0 0.355
H -4.877848 -0.716884 -0.956346 0.0 -0.1 0.1 0.462
H -1.262648 0.855813 0.762585 0.3 0.3 -0.1 0.360
H -0.413223 0.888770 3.697575 0.1 -0.2 -0.2 0.114
H -1.718410 -0.801082 2.979851 0.2 0.0 -0.2 0.053
C -2.521147 -5.551008 -0.574478 0.2 0.0 0.0 -0.420
C -3.564184 -6.294980 -1.380134 -0.1 -0.1 0.2 0.275
O -4.679537 -5.419012 -1.304752 0.1 0.1 -0.3 -0.319
C -4.206238 -4.160072 -1.150948 -0.1 -0.1 0.1 0.604
O -4.841264 -3.170339 -1.303948 0.0 -0.1 0.0 -0.469
O -2.894780 -4.183687 -0.802325 0.0 -0.1 0.0 -0.242
F -3.887315 -7.480119 -0.822932 -0.1 0.1 0.0 -0.276
H -2.604840 -5.779715 0.488322 -0.1 -0.1 0.0 0.277
H -1.503698 -5.735367 -0.906856 0.0 0.2 -0.1 0.270
H -3.303573 -6.452443 -2.427785 0.0 -0.1 0.0 0.289
C 7.136600 0.105577 -1.751959 0.1 0.1 0.2 -0.421
C 7.494464 0.021424 -3.220566 -0.1 -0.3 0.0 0.268
O 6.215891 0.031233 -3.840440 0.1 0.3 0.0 -0.315
C 5.370211 0.707252 -3.024897 -0.1 -0.1 0.0 0.694
O 4.301074 1.117218 -3.332631 -0.1 -0.1 0.0 -0.495
O 5.914853 0.855656 -1.793704 0.1 -0.1 0.0 -0.277
F 8.129268 -1.130240 -3.524631 -0.1 0.0 0.0 -0.282
H 6.945440 -0.882102 -1.330885 0.0 -0.1 -0.1 0.282
H 7.883515 0.615796 -1.150934 -0.1 0.2 0.0 0.265
H 8.080916 0.861313 -3.595858 0.1 -0.1 0.0 0.301
```
Forces are in eV/Å.

## Properties
E = -59326.8338 eV
Net charge = +1
Strongest force on any atom = 2.19 eV/Å